# 1
The following is a quantum chemistry calculation of a molecular structure, C5H7NO2 at a distorted geometry, from the OMol25 dataset.

Results
relative energy (zero: lowest compared OMol25 entry of this formula, charge and spin): 4.776 eV
lowest unoccupied orbital energy: -0.705 eV
E_HOMO: -8.05 eV
F_max: 2.990 eV/A
2S+1: 1

Last column: Mulliken charge in e.
Geometry (Å):
C (0.56, 1.94, -0.70)  -1.256
C (0.62, -0.53, -0.06)  -0.074
C (0.03, 0.59, -0.34)  0.559
N (1.65, -1.35, -0.01)  -0.402
C (-1.00, -1.45, 0.73)  -0.163
C (-1.41, 0.35, 0.12)  0.265
O (-1.39, -2.49, 0.28)  -0.477
O (-1.89, 1.06, 1.03)  -0.588
H (1.75, -2.05, -0.74)  0.270
H (2.02, -1.62, 0.90)  0.279
H (-0.94, -1.27, 1.83)  0.345
H (-2.01, -0.07, -0.70)  0.287
H (1.65, 1.97, -0.73)  0.357
H (0.17, 2.25, -1.67)  0.304
H (0.20, 2.66, 0.05)  0.296

---

# 2
The following is a quantum chemistry calculation of 2 unconnected molecules or ions with the total composition C15H14B3BrNO7P at a distorted geometry, from the OMol25 dataset.

Results
lowest unoccupied orbital energy: -1.172 eV
E_HOMO: -8.60 eV
F_max: 6.281 eV/A
SMILES: O=C1c2ccccc2C(=O)c2ccccc21.N=[PH2]B1OB(Br)OB(COO)O1
2S+1: 1

Last column: Mulliken charge in e.
Geometry (Å):
O (-1.36, 0.27, 1.47)  -0.691
C (-1.19, -0.94, 1.62)  0.544
C (-1.74, -1.63, 2.80)  0.118
C (-2.49, -0.91, 3.74)  -0.517
C (-3.05, -1.56, 4.84)  -0.469
C (-2.87, -2.93, 5.00)  -0.453
C (-2.12, -3.65, 4.08)  -0.550
C (-1.54, -3.00, 2.98)  0.183
C (-0.73, -3.76, 2.01)  0.651
O (-0.51, -4.95, 2.20)  -0.678
C (-0.19, -3.08, 0.82)  0.241
C (0.56, -3.80, -0.12)  -0.587
C (1.04, -3.17, -1.26)  -0.791
C (0.79, -1.81, -1.47)  0.041
C (0.06, -1.08, -0.53)  -0.294
C (-0.43, -1.72, 0.63)  0.045
H (-2.64, 0.17, 3.62)  0.454
H (-3.64, -1.00, 5.57)  0.389
H (-3.32, -3.45, 5.85)  0.395
H (-1.98, -4.72, 4.21)  0.448
H (0.76, -4.86, 0.04)  0.461
H (1.62, -3.73, -1.99)  0.396
H (1.16, -1.32, -2.37)  0.003
H (-0.14, -0.03, -0.70)  0.641
N (-1.98, 5.08, -2.10)  -0.723
P (-0.86, 3.96, -2.41)  0.311
B (0.87, 4.36, -1.67)  0.441
O (1.60, 5.62, -2.04)  -0.315
B (2.72, 5.10, -2.89)  0.422
Br (2.86, 5.64, -4.82)  -0.207
O (3.66, 4.16, -2.19)  -0.285
B (2.82, 3.07, -1.59)  0.411
C (3.07, 1.45, -1.83)  -0.411
O (1.79, 0.90, -2.37)  -0.057
O (1.93, 0.67, -3.65)  -0.450
O (1.64, 3.46, -0.74)  -0.252
H (-2.76, 4.56, -1.58)  0.221
H (-1.19, 2.62, -1.96)  0.012
H (-0.67, 3.88, -3.85)  0.065
H (3.29, 0.85, -0.84)  0.262
H (3.97, 1.30, -2.60)  0.236
H (1.21, 0.00, -3.92)  0.338

---

# 3
The following is a quantum chemistry calculation of a molecular structure, C23H28ClIrN4O2Si at a distorted geometry, from the OMol25 dataset.

Results
relative energy (zero: lowest compared OMol25 entry of this formula, charge and spin): 0.000 eV
lowest unoccupied orbital energy: -0.758 eV
E_HOMO: -8.14 eV
F_max: 1.845 eV/A
2S+1: 1

Last column: Mulliken charge in e.
Geometry (Å):
Ir (-0.73, -0.58, -0.45)  2.296
O (-1.06, -0.58, 4.11)  -0.745
C (0.26, -0.51, 4.34)  0.306
C (0.66, -0.46, 5.68)  -0.714
C (2.00, -0.41, 6.00)  -0.289
C (2.98, -0.39, 5.00)  -0.857
C (2.58, -0.42, 3.68)  -0.577
C (1.23, -0.47, 3.32)  0.091
C (0.85, -0.45, 1.90)  0.892
O (-0.41, -0.62, 1.62)  -1.252
N (1.81, -0.25, 1.01)  -1.381
N (1.29, -0.26, -0.25)  0.752
C (1.97, 0.05, -1.29)  -1.011
C (1.21, 0.06, -2.53)  1.158
C (1.76, 0.43, -3.75)  -0.888
C (0.97, 0.45, -4.88)  -0.406
C (-0.37, 0.10, -4.77)  -0.817
C (-0.86, -0.26, -3.53)  -0.210
N (-0.11, -0.27, -2.43)  0.263
H (-1.19, -0.64, 3.14)  0.406
H (-0.10, -0.48, 6.44)  0.466
H (2.30, -0.37, 7.04)  0.381
H (4.03, -0.36, 5.26)  0.417
H (3.31, -0.40, 2.88)  0.436
H (3.02, 0.30, -1.23)  0.360
H (2.81, 0.70, -3.79)  0.497
H (1.39, 0.74, -5.84)  0.423
H (-1.02, 0.08, -5.64)  0.467
H (-1.89, -0.56, -3.39)  0.198
C (-0.62, 6.04, -1.00)  -1.499
C (-0.73, 4.56, -0.81)  1.173
C (-0.04, 3.90, 0.20)  -1.003
C (-0.19, 2.53, 0.36)  -0.313
N (-0.98, 1.80, -0.43)  -0.137
C (-1.66, 2.42, -1.38)  -0.229
C (-1.57, 3.78, -1.61)  -0.999
H (0.33, 6.41, -0.62)  0.384
H (-1.41, 6.55, -0.46)  0.294
H (-0.70, 6.31, -2.05)  0.382
H (0.63, 4.44, 0.86)  0.428
H (0.35, 2.01, 1.14)  0.397
H (-2.32, 1.80, -1.98)  0.472
H (-2.14, 4.24, -2.41)  0.415
Cl (-3.71, -1.09, -1.87)  -0.291
C (-2.78, -0.76, -0.29)  -0.970
H (-3.13, -1.55, 0.37)  0.419
H (-3.20, 0.19, 0.05)  0.467
C (1.18, -3.46, 0.30)  -1.226
Si (-0.46, -2.90, -0.44)  0.662
C (-0.53, -3.60, -2.19)  -1.212
C (-1.78, -3.80, 0.56)  -1.309
H (1.25, -4.55, 0.23)  0.484
H (1.26, -3.20, 1.36)  0.278
H (2.04, -3.03, -0.21)  0.260
H (-0.39, -4.68, -2.18)  0.434
H (0.25, -3.17, -2.82)  0.272
H (-1.49, -3.38, -2.65)  0.283
H (-1.53, -4.86, 0.64)  0.411
H (-2.76, -3.72, 0.09)  0.311
H (-1.86, -3.39, 1.57)  0.303

---

# 4
The following is a quantum chemistry calculation of C9H13P in the gas phase at a distorted geometry, from the OMol25 dataset.

Results
relative energy (zero: lowest compared OMol25 entry of this formula, charge and spin): 0.000 eV
lowest unoccupied orbital energy: 0.937 eV
E_HOMO: -8.64 eV
F_max: 5.647 eV/A
SMILES: CP[C@@H](C)c1ccccc1
2S+1: 1

Last column: Mulliken charge in e.
Geometry (Å):
C (3.06, 0.42, -0.89)  -0.940
P (1.45, 1.20, -0.23)  0.067
C (0.50, -0.34, 0.14)  -0.184
C (0.78, -0.73, 1.64)  -1.017
C (-0.93, -0.02, -0.11)  0.525
C (-1.71, -0.66, -1.07)  -0.590
C (-3.07, -0.40, -1.12)  -0.560
C (-3.64, 0.42, -0.23)  -0.318
C (-2.87, 1.20, 0.74)  -0.870
C (-1.45, 0.88, 0.82)  -0.463
H (2.65, -0.37, -1.58)  0.249
H (3.61, 0.09, 0.02)  0.246
H (3.49, 1.13, -1.59)  0.393
H (0.91, 1.50, -1.44)  0.001
H (0.70, -1.09, -0.55)  0.695
H (-0.01, -0.17, 2.31)  0.253
H (0.63, -1.78, 1.86)  0.329
H (1.85, -0.48, 1.99)  0.282
H (-1.43, -1.41, -1.73)  0.402
H (-3.60, -0.60, -2.00)  0.372
H (-4.74, 0.49, -0.18)  0.326
H (-3.33, 1.69, 1.53)  0.425
H (-0.93, 1.41, 1.61)  0.377

---

# 5
The following is a quantum chemistry calculation of 2 unconnected molecules or ions with the total composition CH6NO3P at a distorted geometry, from the OMol25 dataset.

Results
relative energy (zero: lowest compared OMol25 entry of this formula, charge and spin): 2.720 eV
lowest unoccupied orbital energy (spin up / spin down): -1.431 / -1.536 eV
E_HOMO (spin up / spin down): -9.11 / -9.23 eV
F_max: 2.669 eV/A
2S+1: 1

Last column: Mulliken charge in e.
Geometry (Å):
C (0.40, 1.19, 0.44)  -0.403
N (-1.97, -0.20, 0.18)  -0.645
O (1.88, 0.03, -1.49)  -0.474
O (1.16, -1.51, 0.55)  -0.623
O (3.10, 0.21, 0.63)  -0.514
P (1.63, -0.16, 0.06)  1.012
H (0.63, 1.58, 1.54)  0.202
H (-2.60, 0.37, 0.69)  0.212
H (-1.51, -0.96, 0.64)  0.264
H (2.68, -0.40, -1.79)  0.319
H (-1.41, 0.22, -0.54)  0.304
H (3.40, -0.18, 1.47)  0.345

---

# 6
The following is a quantum chemistry calculation of C20H33F3NO8PS2 in the gas phase at a distorted geometry, from the OMol25 dataset.

Results
relative energy (zero: lowest compared OMol25 entry of this formula, charge and spin): 0.000 eV
lowest unoccupied orbital energy: 0.365 eV
E_HOMO: -7.56 eV
F_max: 3.814 eV/A
2S+1: 1

Last column: Mulliken charge in e.
Geometry (Å):
C (6.43, -0.66, 0.02)  -1.236
C (5.36, 0.35, -0.35)  -0.099
O (4.30, -0.28, -1.00)  -0.358
C (3.44, 0.64, -1.64)  -0.658
C (2.62, 1.41, -0.59)  -0.695
O (1.27, 1.63, -0.97)  0.098
C (0.49, 0.47, -0.95)  -2.315
O (0.16, 0.20, -2.31)  -0.419
S (-0.37, -1.35, -2.65)  0.584
O (0.63, -1.85, -3.52)  -0.599
O (-0.10, -2.19, -1.27)  -0.657
C (-0.91, -1.94, -0.12)  2.567
C (0.04, -2.10, 1.07)  -1.506
C (0.68, -3.49, 1.16)  -1.600
C (0.27, -4.21, 2.45)  -0.561
S (1.34, -3.65, 3.84)  -0.230
N (-1.80, -3.13, -0.04)  -0.677
C (-2.57, -3.21, 0.91)  0.558
O (-3.30, -3.30, 1.87)  -0.548
C (-1.67, -0.60, -0.07)  -1.625
C (-2.89, -0.42, -1.00)  -2.476
O (-3.57, -1.65, -1.35)  -0.442
C (-4.83, -1.70, -0.93)  0.917
F (-4.94, -1.53, 0.39)  -0.256
F (-5.33, -2.90, -1.22)  -0.275
F (-5.61, -0.79, -1.51)  -0.269
C (-0.74, 0.67, -0.08)  4.416
C (-0.14, 0.91, 1.37)  -1.063
C (0.11, 2.37, 1.71)  -0.910
O (1.23, 2.81, 1.74)  -0.471
P (-1.72, 2.20, -0.56)  -0.309
C (-3.13, 2.67, 0.53)  -0.784
C (-3.23, 2.13, 1.96)  -1.107
C (-0.81, 3.55, -1.38)  -0.619
C (-0.57, 3.37, -2.89)  -1.081
H (6.06, -1.67, -0.09)  0.317
H (6.68, -0.54, 1.07)  0.331
H (7.33, -0.53, -0.56)  0.313
H (5.05, 0.86, 0.56)  0.269
H (5.82, 1.11, -0.98)  0.291
H (4.00, 1.31, -2.28)  0.482
H (2.76, 0.07, -2.26)  0.329
H (2.73, 0.93, 0.37)  0.287
H (3.04, 2.40, -0.48)  0.726
H (1.12, -0.30, -0.54)  0.663
H (-0.45, -1.82, 1.99)  0.636
H (0.86, -1.40, 0.98)  0.356
H (0.51, -4.09, 0.28)  0.408
H (1.75, -3.36, 1.23)  0.674
H (-0.74, -3.98, 2.75)  0.255
H (0.44, -5.28, 2.40)  0.468
H (1.56, -2.38, 3.47)  0.099
H (-2.07, -0.55, 0.94)  0.967
H (-3.61, 0.23, -0.55)  1.034
H (-2.55, 0.00, -1.93)  0.503
H (0.85, 0.48, 1.42)  0.166
H (-0.73, 0.41, 2.13)  0.965
H (-0.72, 3.04, 1.98)  0.361
H (-4.04, 2.41, 0.01)  0.560
H (-3.14, 3.75, 0.58)  0.525
H (-4.27, 2.15, 2.25)  0.375
H (-2.72, 2.78, 2.65)  0.393
H (-2.89, 1.11, 2.10)  0.166
H (-1.39, 4.45, -1.23)  0.552
H (0.14, 3.76, -0.90)  0.357
H (0.46, 3.61, -3.10)  0.290
H (-1.15, 4.11, -3.42)  0.394
H (-0.83, 2.39, -3.25)  0.192

---

The records above give, respectively, calculated total energy values of -399.79005; -4151.41850; -2116.83814; -692.01885; -663.46432; -2875.73998 Ha.